(1)
63
Properties=species:S:1:pos:R:3 method="wB97M-V/def2-TZVPD" smiles="C/C(Cl)=C(/Cl)C1=C(CCOC=O)C(=O)C=CC1=O.ClC(Cl)(Cl)Cl.ClC(Cl)(Cl)Cl.ClC(Cl)(Cl)Cl.ClC(Cl)(Cl)Cl.ClC(Cl)(Cl)Cl.ClC(Cl)(Cl)Cl.ClC(Cl)(Cl)Cl" homo_lumo_gap_ha=0.2696 multiplicity=1
C 3.752 -1.842 -1.598
C 4.159 -1.118 -0.185
Cl 5.804 -1.566 0.633
C 3.267 -0.102 0.436
Cl 3.859 0.709 2.035
C 1.827 0.425 -0.144
C 0.487 -0.195 0.145
C 0.351 -1.529 1.087
C 0.206 -2.945 0.274
O -1.002 -3.058 -0.566
C -0.679 -2.734 -1.987
O -1.191 -3.358 -3.051
C -0.879 0.474 -0.470
O -2.050 -0.139 -0.662
C -0.826 2.092 -0.848
C 0.484 2.722 -1.174
C 1.849 1.781 -1.120
O 2.920 2.170 -1.832
H 3.275 -1.122 -2.389
H 4.767 -2.255 -2.070
H 3.083 -2.815 -1.429
H -0.564 -1.421 1.844
H 1.319 -1.619 1.776
H 1.136 -3.044 -0.467
H 0.292 -3.888 0.998
H 0.048 -1.812 -2.182
H -1.831 2.734 -0.842
H 0.499 3.875 -1.459
C 1.950 0.923 5.578
Cl 1.735 2.686 5.436
Cl 1.511 0.145 4.036
Cl 3.652 0.561 5.962
Cl 0.902 0.300 6.878
C -2.850 -4.340 -6.204
Cl -2.136 -2.772 -6.657
Cl -4.070 -4.809 -7.414
Cl -1.571 -5.579 -6.139
Cl -3.623 -4.201 -4.605
C 2.930 -3.321 5.560
Cl 1.289 -2.697 5.867
Cl 4.043 -2.704 6.807
Cl 2.907 -5.102 5.613
Cl 3.479 -2.782 3.953
C 1.130 7.555 -1.186
Cl -0.511 8.180 -0.879
Cl 2.243 8.173 0.060
Cl 1.107 5.775 -1.133
Cl 1.679 8.094 -2.793
C 2.330 -4.438 -5.243
Cl 3.697 -4.529 -4.104
Cl 2.000 -6.059 -5.905
Cl 0.885 -3.840 -4.389
Cl 2.737 -3.325 -6.573
C -5.470 2.552 -0.165
Cl -4.756 4.120 -0.619
Cl -6.691 2.083 -1.376
Cl -4.191 1.314 -0.101
Cl -6.243 2.692 1.434
C -6.891 4.985 4.709
Cl -6.595 5.123 6.461
Cl -8.065 6.227 4.206
Cl -5.361 5.223 3.828
Cl -7.543 3.368 4.343

***

(2)
40
Properties=species:S:1:pos:R:3 method="wB97M-V/def2-TZVPD" s_squared=2.01 homo_lumo_gap_ha="0.2959 / 0.2522" multiplicity=3 charge=+1
Au 0.689 -1.063 -1.078
O -1.115 -4.319 3.797
C -0.769 -3.696 2.687
C 0.233 -4.181 1.826
C 0.558 -3.426 0.717
N -0.092 -2.311 0.479
C -1.062 -1.819 1.234
C -1.445 -2.497 2.369
C -1.643 -0.544 0.668
O -2.800 -0.226 0.910
O -0.899 0.115 -0.133
C 1.642 -3.739 -0.342
O 2.193 -4.807 -0.342
O 1.880 -2.799 -1.178
H -0.579 -5.108 3.975
H 0.760 -5.105 2.014
H -2.222 -2.121 3.016
Te -3.050 1.304 -1.297
C -5.187 1.344 -1.211
C -5.834 2.192 -2.105
C -7.214 2.285 -2.076
C -7.940 1.568 -1.139
C -7.291 0.731 -0.245
C -5.908 0.621 -0.269
C -2.785 -0.639 -2.101
C -3.712 -1.644 -1.878
C -3.442 -2.933 -2.311
C -2.266 -3.208 -2.990
C -1.347 -2.198 -3.240
C -1.603 -0.907 -2.797
H -5.264 2.759 -2.828
H -7.718 2.917 -2.791
H -9.015 1.668 -1.108
H -7.864 0.176 0.483
H -5.392 -0.011 0.443
H -4.639 -1.410 -1.373
H -4.155 -3.723 -2.131
H -2.075 -4.209 -3.344
H -0.449 -2.418 -3.797
H -0.928 -0.095 -3.050

***

(3)
51
Properties=species:S:1:pos:R:3 method="wB97M-V/def2-TZVPD" s_squared=6.06 e_above_lowest_kj_mol=0.0 homo_lumo_gap_ha="0.2208 / 0.1610" multiplicity=5
Rh -17.364 -0.653 -1.405
Br -14.399 1.744 2.023
C -16.127 1.129 2.311
C -16.784 1.206 3.525
C -18.071 0.702 3.614
Br -18.902 0.841 5.259
C -18.799 0.122 2.525
C -20.108 -0.378 2.590
C -20.677 -0.946 1.462
C -19.927 -1.016 0.297
N -18.707 -0.529 0.241
C -18.136 0.006 1.300
C -16.748 0.498 1.159
O -16.120 0.314 0.107
H -16.306 1.651 4.381
H -20.675 -0.284 3.499
H -21.687 -1.336 1.473
H -20.297 -1.509 -0.595
C -21.652 1.593 -3.414
N -20.237 1.377 -3.174
C -19.451 0.911 -4.312
C -19.674 1.717 -2.020
O -18.503 1.541 -1.709
H -21.848 2.371 -4.142
H -22.107 1.880 -2.461
H -22.103 0.677 -3.738
H -19.586 1.595 -5.142
H -19.756 -0.070 -4.645
H -18.409 0.870 -4.040
H -20.378 2.181 -1.293
O -15.148 -7.399 -4.153
N -15.700 -6.380 -4.517
O -15.837 -6.076 -5.677
C -16.276 -5.426 -3.484
C -16.961 -4.323 -3.884
C -17.409 -3.429 -2.924
C -17.088 -3.528 -1.529
O -17.262 -2.656 -0.693
C -16.485 -4.813 -1.205
C -16.079 -5.719 -2.124
N -16.216 -5.193 0.217
O -15.690 -6.279 0.396
O -16.539 -4.425 1.111
N -18.258 -2.331 -3.430
O -18.545 -2.225 -4.575
O -18.769 -1.540 -2.639
H -17.160 -4.129 -4.925
H -15.589 -6.630 -1.827
S -13.486 -1.429 -3.818
C -14.877 -0.973 -3.214
N -15.893 -0.608 -2.761

***

(4)
40
Properties=species:S:1:pos:R:3 method="wB97M-V/def2-TZVPD" homo_lumo_gap_ha=0.2270 multiplicity=1 charge=-2
Mg 0.699 0.941 1.713
O -3.487 1.475 1.212
C -2.249 1.464 1.237
O -1.464 0.804 1.968
C -1.526 2.384 0.242
C -2.149 3.169 -0.716
C -1.352 3.941 -1.550
C 0.030 3.912 -1.414
C 0.572 3.092 -0.437
N -0.205 2.369 0.356
C 2.073 2.888 -0.189
O 2.853 3.564 -0.876
O 2.325 2.026 0.694
H -3.228 3.146 -0.786
H -1.808 4.560 -2.316
H 0.698 4.483 -2.044
F 1.298 0.942 3.455
C 1.164 -4.666 2.481
C 1.358 -3.473 3.185
C 1.218 -2.243 2.581
C 0.868 -2.126 1.209
C 0.679 -3.345 0.509
C 0.826 -4.572 1.137
N 0.797 -0.893 0.645
C 0.222 -0.749 -0.616
C 0.908 -0.050 -1.619
C 0.310 0.225 -2.841
C -0.985 -0.200 -3.108
C -1.679 -0.896 -2.123
C -1.090 -1.165 -0.899
H 1.274 -5.628 2.966
H 1.621 -3.508 4.238
H 1.368 -1.329 3.149
H 0.427 -3.317 -0.544
H 0.675 -5.478 0.555
H 1.908 0.302 -1.397
H 0.862 0.789 -3.585
H -1.456 0.029 -4.057
H -2.704 -1.203 -2.298
H -1.651 -1.661 -0.117

***

(5)
48
Properties=species:S:1:pos:R:3 method="wB97M-V/def2-TZVPD" s_squared=0.83 e_above_lowest_kj_mol=452.6 homo_lumo_gap_ha="0.2104 / 0.1929" multiplicity=2 charge=-1
Ir 0.154 1.043 0.150
N 1.387 2.543 1.598
C 1.225 2.252 3.004
C -0.122 1.629 3.260
O -0.675 1.745 4.338
N -0.586 0.890 2.213
C -1.818 0.274 2.331
C -2.898 1.163 1.298
O -3.978 1.321 1.832
O -2.323 1.400 0.243
H 2.356 2.719 1.361
H 0.833 3.345 1.305
H 1.333 3.131 3.643
H 1.977 1.519 3.307
H -2.256 0.278 3.324
H -1.895 -0.681 1.813
O -0.750 4.749 -1.898
C -0.513 3.616 -1.508
O -0.214 3.252 -0.326
C -0.525 2.486 -2.530
C -0.580 2.765 -3.886
C -0.517 1.712 -4.782
C -0.434 0.417 -4.287
C -0.413 0.222 -2.918
N -0.446 1.247 -2.070
H -0.654 3.799 -4.189
H -0.536 1.897 -5.848
H -0.388 -0.435 -4.951
H -0.381 -0.763 -2.475
Br -1.100 -7.731 0.333
C -0.802 -5.855 0.432
C 0.474 -5.390 0.701
C 0.700 -4.023 0.714
C -0.337 -3.140 0.445
C -1.618 -3.626 0.203
C -1.860 -4.991 0.205
C -0.079 -1.662 0.361
O 0.879 -1.146 0.957
O -0.876 -0.985 -0.351
H 1.278 -6.086 0.895
H 1.687 -3.628 0.917
H -2.419 -2.930 0.000
H -2.852 -5.380 0.027
N 2.064 0.863 -0.759
C 3.160 0.956 -0.336
N 4.359 0.944 0.025
C 5.124 1.788 0.656
N 5.855 2.486 1.225

***

(6)
41
Properties=species:S:1:pos:R:3 method="wB97M-V/def2-TZVPD" s_squared=0.78 e_above_lowest_kj_mol=0.0 homo_lumo_gap_ha="0.2584 / 0.2479" multiplicity=2 charge=-1
Fe 0.694 -0.554 -0.984
Cl -0.214 -5.945 4.160
C 0.134 -4.543 3.182
C 0.855 -3.481 3.743
C 1.136 -2.375 2.987
Cl 2.025 -1.070 3.710
C 0.732 -2.231 1.613
O 1.026 -1.188 0.967
C -0.003 -3.339 1.101
C -0.515 -3.360 -0.255
O -0.396 -2.504 -1.115
C -0.288 -4.469 1.884
H 1.187 -3.534 4.770
H -1.078 -4.279 -0.507
H -0.851 -5.283 1.443
C -0.935 1.649 0.433
N 0.306 1.217 -0.186
C 1.292 2.037 -0.257
C 2.518 1.529 -0.783
C 3.799 2.028 -1.007
C 4.552 0.944 -1.474
C 3.686 -0.153 -1.522
N 2.468 0.205 -1.101
C -2.003 2.157 -0.515
C -2.190 1.615 -1.785
C -3.221 2.091 -2.586
C -4.068 3.098 -2.143
C -3.871 3.650 -0.885
C -2.839 3.183 -0.082
H -0.737 2.442 1.163
H -1.316 0.794 0.997
H 1.199 3.061 0.103
H 4.133 3.041 -0.840
H 5.596 0.945 -1.749
H 3.896 -1.163 -1.838
H -1.492 0.870 -2.160
H -3.353 1.670 -3.576
H -4.867 3.460 -2.778
H -4.512 4.448 -0.531
H -2.682 3.622 0.897
O 0.196 -0.287 -2.497

***

(7)
43
Properties=species:S:1:pos:R:3 method="wB97M-V/def2-TZVPD" s_squared=0.77 homo_lumo_gap_ha="0.2398 / 0.2617" multiplicity=2 charge=+2
Cr -0.255 0.041 0.242
O 1.720 -0.160 -3.346
C 1.272 -0.069 -2.138
O 0.072 0.014 -1.836
C 2.268 -0.044 -1.045
C 3.656 -0.060 -1.134
C 4.391 0.023 0.048
C 3.736 0.101 1.274
C 2.346 0.110 1.270
N 1.654 0.048 0.141
C 1.399 0.228 2.482
O 1.813 0.370 3.594
O 0.169 0.192 2.087
H 1.041 -0.162 -4.048
H 4.134 -0.129 -2.099
H 5.470 0.028 0.013
H 4.267 0.162 2.214
O -0.546 -1.908 0.037
S -1.991 -1.888 -0.482
C -2.719 -3.509 -0.185
C -3.554 -3.952 -1.205
C -4.208 -5.166 -1.058
C -4.017 -5.919 0.091
C -3.181 -5.460 1.100
C -2.517 -4.251 0.964
C -2.742 -0.952 0.877
C -2.304 -1.174 2.186
C -2.980 -0.572 3.236
C -4.093 0.218 2.986
C -4.534 0.418 1.683
C -3.861 -0.163 0.619
H -3.691 -3.358 -2.096
H -4.854 -5.520 -1.848
H -4.512 -6.871 0.195
H -3.040 -6.043 1.995
H -1.852 -3.910 1.738
H -1.455 -1.818 2.384
H -2.645 -0.742 4.248
H -4.625 0.676 3.806
H -5.404 1.024 1.492
H -4.200 -0.028 -0.397
I -0.457 2.878 0.159
I -2.718 3.444 1.439

***

(8)
51
Properties=species:S:1:pos:R:3 method="wB97M-V/def2-TZVPD" s_squared=3.77 e_above_lowest_kj_mol=153.9 homo_lumo_gap_ha="0.1890 / 0.2405" multiplicity=4 charge=-2
V -0.201 0.477 -0.501
C -4.392 1.485 0.752
C -3.013 0.838 0.547
N -1.827 1.299 0.852
N -1.795 2.567 1.436
C -1.390 2.536 2.695
N -0.588 3.597 3.065
S -1.889 1.428 3.863
C -2.954 -0.434 -0.166
C -4.049 -1.287 -0.441
C -3.835 -2.520 -0.993
C -2.553 -3.044 -1.307
C -1.547 -2.167 -1.026
N -1.721 -0.831 -0.655
H -5.167 0.695 1.064
H -4.319 2.277 1.472
H -4.667 1.864 -0.271
H -1.234 3.221 0.818
H 0.158 3.710 2.348
H -0.227 3.462 4.008
H -5.072 -1.161 -0.028
H -4.730 -3.160 -1.196
H -2.458 -4.121 -1.664
H -0.527 -2.369 -1.300
S -0.580 -0.535 -3.815
C 0.943 -0.780 -3.084
N 1.366 -0.479 -1.864
C 2.699 -0.764 -1.600
C 3.488 -0.641 -0.396
C 4.808 -1.054 -0.468
C 5.373 -1.577 -1.579
C 4.706 -1.662 -2.817
C 3.357 -1.232 -2.836
S 2.251 -1.336 -4.101
H 3.000 -0.329 0.529
H 5.345 -1.065 0.460
H 6.368 -2.077 -1.552
H 5.092 -2.225 -3.653
O 0.705 4.077 -2.020
C 0.482 3.076 -1.358
O -0.226 2.055 -1.738
C 0.998 2.898 0.123
O 1.411 3.829 0.804
O 0.940 1.705 0.531
F 2.540 -1.880 2.003
C 1.544 -1.524 2.834
F 1.840 -0.432 3.525
F 1.336 -2.516 3.742
C 0.347 -1.368 1.881
O -0.729 -1.916 2.122
O 0.593 -0.612 0.954

***

(9)
44
Properties=species:S:1:pos:R:3 method="wB97M-V/def2-TZVPD" homo_lumo_gap_ha="0.1336 / 0.1336" multiplicity=1 charge=+2
Pb 0.279 -1.153 -2.211
S -1.618 0.695 -1.876
C -1.869 0.506 -0.158
N -2.654 1.303 0.554
N -3.258 2.300 0.054
C -4.034 3.139 0.796
C -4.156 2.959 2.192
C -4.925 3.836 2.918
C -5.587 4.884 2.275
C -5.477 5.060 0.893
C -4.705 4.199 0.150
N -1.349 -0.490 0.542
N -0.363 -1.184 0.198
C -0.012 -2.288 0.928
C 1.359 -2.590 1.034
C 1.753 -3.699 1.746
C 0.799 -4.545 2.307
C -0.556 -4.236 2.225
C -0.969 -3.099 1.567
H -3.170 2.508 -0.959
H -3.636 2.139 2.661
H -5.023 3.713 3.987
H -6.189 5.571 2.852
H -6.003 5.869 0.410
H -4.610 4.319 -0.919
H 2.074 -1.899 0.615
H 2.803 -3.910 1.875
H 1.113 -5.443 2.818
H -1.285 -4.888 2.682
H -2.015 -2.846 1.492
F 4.783 2.061 -2.235
C 5.122 1.074 -3.074
F 4.577 1.358 -4.263
F 6.440 1.099 -3.214
C 4.637 -0.268 -2.561
C 5.509 -1.331 -2.365
C 5.004 -2.546 -1.919
C 3.641 -2.656 -1.683
N 2.808 -1.643 -1.864
C 3.277 -0.468 -2.302
S 2.069 0.767 -2.507
H 6.562 -1.204 -2.561
H 5.657 -3.391 -1.768
H 3.198 -3.580 -1.333

***

(10)
59
Properties=species:S:1:pos:R:3 method="wB97M-V/def2-TZVPD" e_above_lowest_kj_mol=185.7 homo_lumo_gap_ha="0.2048 / 0.2040" multiplicity=1 charge=-1
Fe -0.554 1.190 0.761
Te 2.422 0.486 -3.092
Te 5.009 0.701 -3.353
Te 1.651 3.145 -4.173
Te 1.764 2.703 -1.505
F 0.266 -0.122 2.828
P 0.520 1.178 3.791
F -0.909 1.753 3.159
F 0.674 2.483 4.699
F 1.259 1.943 2.564
F 1.923 0.581 4.275
F -0.273 0.424 4.963
O -3.566 -1.532 -5.056
C -3.405 -2.653 -4.204
N -3.059 -2.120 -2.917
C -3.500 -2.685 -1.767
O -4.172 -3.703 -1.748
C -3.117 -1.987 -0.497
C -3.829 -2.257 0.661
C -3.457 -1.626 1.832
C -2.395 -0.741 1.810
N -1.702 -0.478 0.694
C -2.056 -1.101 -0.430
H -3.736 -1.850 -5.947
H -2.610 -3.307 -4.580
H -4.324 -3.232 -4.095
H -2.598 -1.224 -2.907
H -4.649 -2.961 0.621
H -3.982 -1.802 2.760
H -2.083 -0.218 2.702
H -1.434 -0.902 -1.284
O -0.700 0.954 -2.183
C -0.348 1.328 -1.150
O 2.568 -2.233 -2.872
S 2.239 -2.701 -1.536
O 1.862 -4.083 -1.443
N 1.183 -1.695 -0.848
C 1.804 -0.831 -0.044
O 1.339 0.195 0.489
C 3.251 -1.179 0.207
C 4.146 -0.531 1.039
C 5.435 -1.047 1.117
C 5.803 -2.176 0.385
C 4.896 -2.822 -0.449
C 3.621 -2.296 -0.506
H 3.829 0.332 1.610
H 6.165 -0.569 1.758
H 6.814 -2.555 0.467
H 5.177 -3.695 -1.022
N 0.114 5.353 1.426
C -0.649 4.275 1.151
O -0.116 3.275 0.591
C -2.035 4.302 1.466
C -2.638 5.384 2.132
N -3.049 6.321 2.669
C -2.674 3.112 1.102
N -2.948 2.057 0.709
H -0.273 6.155 1.890
H 1.105 5.282 1.281